Record 1
Below is a 9-piece molecular cluster, C32H89N7O11 overall in a non-equilibrium geometry, with properties calculated with wB97M-V/def2-TZVPD.

* SMILES: COC[C@H](C)N.COC[C@H](C)N.COC[C@H](C)N.COC[C@H](C)N.COC[C@H](C)N.COC[C@H](C)N.COC[C@H](C)N.OCCO.OCCO
* energy above the lowest of the compared OMol25 structures with the same formula, charge and spin: 159.9 kcal per mole
* gap between HOMO and LUMO: 0.3364 Eh

```
! wB97M-V def2-TZVPD RIJCOSX def2/J DEFGRID3
* xyz 0 1
C 0.46 -2.44 -0.68
O 1.12 -3.70 -0.70
C 2.31 -3.73 -1.48
C 3.09 -5.09 -1.26
C 3.65 -5.25 0.15
N 4.15 -5.18 -2.24
H 1.04 -1.56 -0.42
H -0.34 -2.48 0.06
H 0.02 -2.13 -1.63
H 2.05 -3.69 -2.54
H 2.97 -2.93 -1.15
H 2.53 -6.00 -1.48
H 2.83 -5.40 0.86
H 4.17 -4.36 0.51
H 4.27 -6.14 0.19
H 3.71 -5.19 -3.15
H 4.68 -6.03 -2.06
C -4.23 -1.11 0.19
O -5.34 -1.95 -0.13
C -4.98 -3.36 -0.33
C -6.30 -4.07 -0.62
C -6.10 -5.61 -0.55
N -6.62 -3.79 -1.99
H -4.44 -0.33 0.91
H -4.13 -0.57 -0.75
H -3.28 -1.56 0.49
H -4.24 -3.40 -1.13
H -4.56 -3.74 0.60
H -7.07 -3.67 0.04
H -5.33 -5.95 -1.25
H -7.08 -6.07 -0.69
H -5.85 -5.94 0.46
H -6.77 -2.79 -1.90
H -7.51 -4.23 -2.18
C -1.58 0.44 -1.66
O -1.26 -0.26 -0.45
C -1.32 0.53 0.74
C -0.37 1.69 0.78
C 1.11 1.34 0.66
N -0.35 2.22 2.13
H -1.83 -0.26 -2.45
H -0.81 1.12 -2.02
H -2.38 1.17 -1.53
H -2.34 0.89 0.86
H -1.21 -0.13 1.60
H -0.71 2.53 0.17
H 1.75 2.19 0.90
H 1.34 0.97 -0.33
H 1.32 0.50 1.33
H 0.00 1.45 2.68
H -1.27 2.33 2.52
C 4.14 3.96 0.82
O 2.86 4.54 0.56
C 2.47 4.49 -0.84
C 0.96 4.90 -1.03
C 0.35 4.17 -2.23
N 0.84 6.34 -1.27
H 4.21 2.90 0.59
H 4.49 4.06 1.85
H 4.86 4.57 0.28
H 3.19 5.10 -1.39
H 2.51 3.46 -1.17
H 0.38 4.52 -0.19
H 0.95 4.20 -3.15
H -0.61 4.64 -2.46
H 0.21 3.11 -2.07
H -0.06 6.54 -1.68
H 1.46 6.60 -2.02
C 4.08 0.47 -1.76
O 5.16 -0.48 -1.88
C 5.08 -1.23 -3.15
C 6.33 -2.10 -3.25
C 6.54 -2.84 -4.59
N 6.37 -3.12 -2.18
H 3.05 0.13 -1.74
H 4.08 1.07 -2.67
H 4.21 1.19 -0.96
H 4.20 -1.86 -3.08
H 5.02 -0.52 -3.98
H 7.17 -1.43 -3.03
H 6.71 -2.07 -5.34
H 5.76 -3.55 -4.87
H 7.52 -3.28 -4.75
H 5.74 -3.88 -2.39
H 5.76 -2.63 -1.56
C 0.20 -0.60 4.57
O 0.92 0.46 3.90
C 1.95 0.98 4.74
C 2.82 1.99 3.96
C 4.13 2.26 4.79
N 2.13 3.27 3.81
H -0.31 -0.20 5.44
H 0.74 -1.54 4.71
H -0.57 -0.97 3.89
H 1.60 1.45 5.66
H 2.53 0.14 5.11
H 3.05 1.55 2.99
H 4.83 1.42 4.76
H 3.93 2.64 5.79
H 4.66 3.12 4.40
H 1.20 3.14 3.45
H 2.48 3.98 3.17
C -1.93 -3.64 -3.42
O -2.72 -3.55 -4.58
C -2.13 -2.80 -5.57
C -2.47 -1.25 -5.41
C -4.02 -0.87 -5.54
N -1.94 -0.38 -6.45
H -1.83 -2.63 -3.02
H -0.93 -4.02 -3.64
H -2.53 -4.15 -2.67
H -1.07 -2.99 -5.72
H -2.62 -3.07 -6.51
H -2.12 -0.96 -4.43
H -4.14 0.21 -5.46
H -4.53 -1.29 -4.68
H -4.54 -1.22 -6.43
H -2.44 -0.57 -7.30
H -2.20 0.58 -6.29
O -3.19 4.62 6.52
C -1.85 4.88 6.26
C -1.03 3.64 5.83
O 0.30 4.20 5.78
H -3.58 5.46 6.79
H -2.00 5.48 5.37
H -1.34 5.48 7.02
H -1.37 3.18 4.91
H -1.08 2.90 6.63
H 0.86 3.80 5.10
O -3.98 4.10 3.61
C -4.90 3.17 4.02
C -4.42 1.79 3.53
O -3.05 1.60 4.00
H -3.24 3.84 4.16
H -5.04 3.18 5.10
H -5.83 3.45 3.54
H -4.33 1.61 2.46
H -5.17 1.13 3.95
H -2.82 0.67 3.89
*
```

Record 2
Below is an isolated molecule of C2H6N3OP in a non-equilibrium geometry, with properties calculated with wB97M-V/def2-TZVPD.

* energy above the lowest of the compared OMol25 structures with the same formula, charge and spin: 83.9 kcal per mole
* gap between HOMO and LUMO (spin up / spin down): 0.2294 / 0.2295 Eh

```
! wB97M-V def2-TZVPD RIJCOSX def2/J DEFGRID3
* xyz 0 1
C 0.84 0.82 1.21
C 0.45 -0.60 0.85
N -1.18 -0.43 -0.97
N 0.16 -0.70 -0.57
N -0.70 -1.74 -0.93
O -0.25 1.27 -2.87
P -1.25 0.23 -2.85
H 1.68 1.14 0.59
H 1.14 0.87 2.25
H 0.02 1.51 1.06
H -0.39 -0.96 1.45
H 1.30 -1.28 1.01
H -1.83 -0.15 -0.22
*
```

Q: The lowest energy above the lowest of the compared OMol25 structures with the same formula, charge and spin belongs to which entry?
A: C2H6N3OP